DFT (ωB97M-V/def2-TZVPD) results for a cluster of 3 separate species, C13H30ClNO in total.

Results
HOMO: -7.19 eV
energy relative to the best compared isomer or geometry (same formula, charge and spin): 2.73 kcal/mol
orbital gap: 7.195 eV
DFT total energy: -30021.556 eV
largest force on an atom: 9.6 eV/A
M: 251.84 g/mol

Each line ends with the natural charge from an NBO analysis.
Element x y z (Å)
C (0.396, -2.836, -5.278)  -0.58
C (-0.310, -2.254, -3.931)  -0.39
C (0.674, -1.854, -2.955)  -0.44
C (-0.099, -1.165, -1.775)  -0.19
N (0.664, -0.691, -0.626)  -0.22
C (1.331, 0.631, -1.021)  -0.22
C (2.750, 0.756, -0.209)  -0.40
C (3.143, -0.754, -0.213)  -0.41
C (1.771, -1.600, -0.043)  -0.22
C (-0.317, -0.254, 0.454)  -0.25
C (-1.193, -1.279, 1.148)  -0.41
C (-2.024, -0.622, 2.315)  -0.60
H (-0.315, -3.398, -5.810)  0.21
H (1.088, -3.491, -5.207)  0.19
H (0.615, -1.864, -5.825)  0.20
H (-0.931, -3.072, -3.575)  0.20
H (-1.012, -1.538, -4.227)  0.21
H (1.441, -1.331, -3.395)  0.22
H (1.338, -2.686, -2.761)  0.22
H (-0.728, -1.985, -1.277)  0.21
H (-0.683, -0.370, -1.945)  0.21
H (0.706, 1.477, -0.916)  0.28
H (1.413, 0.669, -2.034)  0.20
H (2.520, 1.045, 0.841)  0.26
H (3.616, 1.219, -0.719)  0.24
H (3.799, -1.087, 0.539)  0.23
H (3.670, -0.955, -1.135)  0.21
H (1.378, -1.778, 1.037)  0.23
H (1.716, -2.564, -0.615)  0.22
H (-0.943, 0.526, -0.032)  0.24
H (0.099, 0.116, 1.430)  0.28
H (-0.552, -2.119, 1.589)  0.19
H (-1.853, -1.644, 0.476)  0.19
H (-2.328, -1.261, 3.039)  0.22
H (-2.627, -0.015, 1.743)  0.22
H (-1.393, 0.078, 2.930)  0.22
Cl (0.365, 3.159, 1.302)  -0.88
C (-2.149, 3.630, 5.035)  -0.61
C (-2.141, 3.976, 3.522)  -0.02
O (-0.872, 4.561, 3.319)  -0.81
H (-3.129, 3.279, 5.134)  0.18
H (-2.363, 4.633, 5.473)  0.20
H (-1.370, 3.104, 5.242)  0.20
H (-2.772, 4.605, 3.149)  0.15
H (-2.212, 2.931, 3.088)  0.13
H (-0.192, 4.084, 2.740)  0.49


DFT (ωB97M-V/def2-TZVPD) results for a cluster of 8 separate species, C33H64F2O10Si in total.

Results
HOMO: -8.89 eV
energy relative to the best compared isomer or geometry (same formula, charge and spin): 0.00 kcal/mol
orbital gap: 7.573 eV
DFT total energy: -69044.458 eV
largest force on an atom: 1.2 eV/A
M: 686.95 g/mol

Each line ends with the Mulliken charge.
Element x y z (Å)
C (-3.798, -1.561, -1.706)  -1.15
C (-4.237, -1.862, -0.281)  -0.16
O (-3.806, -3.183, 0.096)  -0.49
C (-2.820, -3.280, 1.014)  0.13
C (-2.950, -4.152, 2.015)  -0.87
C (-1.907, -4.364, 3.035)  0.37
O (-2.206, -4.872, 4.085)  -0.60
C (-0.516, -3.917, 2.694)  0.06
C (0.647, -4.483, 3.478)  1.23
F (0.833, -5.765, 2.997)  -0.37
F (0.335, -4.631, 4.785)  -0.31
C (1.967, -3.743, 3.355)  -1.08
C (2.243, -2.688, 4.447)  -0.72
Si (1.424, -1.002, 4.220)  0.02
C (-0.458, -1.034, 4.418)  -1.17
C (2.075, 0.102, 5.618)  -1.30
C (1.942, -0.160, 2.621)  0.87
C (1.332, 1.068, 2.331)  -0.26
C (1.657, 1.808, 1.200)  -1.06
C (2.626, 1.304, 0.334)  -0.48
C (3.224, 0.079, 0.587)  -0.74
C (2.893, -0.656, 1.726)  -0.05
C (-0.392, -3.054, 1.693)  0.01
C (-1.555, -2.492, 0.955)  0.41
O (-1.420, -1.437, 0.389)  -0.57
H (-4.271, -0.656, -2.083)  0.38
H (-4.061, -2.414, -2.329)  0.32
H (-2.722, -1.424, -1.770)  0.28
H (-5.323, -1.807, -0.249)  0.36
H (-3.825, -1.111, 0.387)  0.27
H (-3.852, -4.736, 2.112)  0.47
H (2.742, -4.505, 3.423)  0.34
H (2.094, -3.274, 2.385)  0.25
H (3.320, -2.506, 4.428)  0.34
H (2.015, -3.036, 5.453)  0.62
H (-0.880, -2.031, 4.526)  0.37
H (-0.710, -0.496, 5.333)  0.53
H (-0.955, -0.491, 3.614)  0.26
H (1.533, 1.045, 5.602)  0.32
H (1.972, -0.393, 6.581)  0.33
H (3.124, 0.300, 5.402)  0.33
H (0.590, 1.475, 3.012)  0.33
H (1.192, 2.758, 0.989)  0.40
H (2.902, 1.891, -0.531)  0.50
H (3.978, -0.316, -0.079)  0.52
H (3.380, -1.604, 1.916)  0.21
H (0.566, -2.682, 1.362)  0.50
C (-6.713, -5.307, 4.389)  -0.74
C (-7.586, -5.814, 3.257)  -0.30
O (-7.541, -4.931, 2.134)  -0.42
H (-7.032, -4.311, 4.698)  0.25
H (-6.757, -5.973, 5.251)  0.35
H (-5.671, -5.230, 4.067)  0.08
H (-8.627, -5.871, 3.570)  0.32
H (-7.267, -6.812, 2.942)  0.25
H (-6.627, -4.879, 1.837)  0.24
C (-9.404, -1.594, 0.470)  -0.87
C (-10.086, -2.681, -0.342)  -0.24
O (-9.187, -3.736, -0.662)  -0.50
H (-8.553, -1.189, -0.080)  0.18
H (-10.094, -0.780, 0.697)  0.32
H (-9.023, -2.000, 1.410)  0.28
H (-10.449, -2.281, -1.288)  0.30
H (-10.942, -3.086, 0.208)  0.25
H (-8.869, -4.107, 0.170)  0.28
C (3.794, 0.267, -3.829)  -0.96
C (5.172, 0.357, -3.202)  -0.21
O (5.302, -0.540, -2.096)  -0.52
H (3.025, 0.493, -3.089)  0.16
H (3.690, 0.959, -4.661)  0.36
H (3.602, -0.745, -4.196)  0.31
H (5.352, 1.361, -2.819)  0.30
H (5.948, 0.126, -3.941)  0.23
H (5.155, -1.432, -2.425)  0.28
C (3.633, 6.508, -0.697)  -1.23
C (2.707, 5.364, -0.338)  0.00
O (3.322, 4.448, 0.568)  -0.48
H (4.552, 6.125, -1.143)  0.35
H (3.156, 7.192, -1.399)  0.32
H (3.912, 7.072, 0.196)  0.33
H (2.444, 4.791, -1.228)  0.30
H (1.786, 5.750, 0.108)  0.15
H (3.550, 4.935, 1.366)  0.26
C (0.074, 0.302, -7.651)  -1.10
C (1.171, -0.216, -6.739)  -0.21
O (1.339, 0.613, -5.592)  -0.43
H (0.298, 1.320, -7.973)  0.28
H (-0.034, -0.329, -8.534)  0.34
H (-0.884, 0.328, -7.126)  0.33
H (2.128, -0.223, -7.259)  0.28
H (0.949, -1.239, -6.417)  0.28
H (0.505, 0.621, -5.111)  0.25
C (8.794, 1.455, -3.577)  -0.89
C (8.586, 1.913, -5.008)  -0.29
O (7.907, 3.165, -5.068)  -0.52
H (7.837, 1.372, -3.063)  0.17
H (9.297, 0.488, -3.543)  0.28
H (9.398, 2.179, -3.023)  0.39
H (7.968, 1.199, -5.553)  0.28
H (9.546, 1.998, -5.528)  0.30
H (8.445, 3.813, -4.602)  0.30
C (-0.707, 9.382, -1.004)  -1.10
C (-0.321, 8.086, -0.315)  -0.18
O (0.935, 8.199, 0.352)  -0.48
H (0.059, 9.671, -1.724)  0.30
H (-1.659, 9.279, -1.526)  0.33
H (-0.797, 10.193, -0.278)  0.32
H (-0.214, 7.283, -1.044)  0.28
H (-1.090, 7.792, 0.407)  0.29
H (0.857, 8.896, 1.010)  0.27


DFT (ωB97M-V/def2-TZVPD) results for a cluster of 2 separate species, C5H16NSi in total.

Results
HOMO: -12.28 eV
energy relative to the best compared isomer or geometry (same formula, charge and spin): 96.39 kcal/mol
orbital gap: 8.064 eV
DFT total energy: -14801.238 eV
largest force on an atom: 4.2 eV/A
M: 118.28 g/mol
total charge: +1

Each line ends with the natural charge from an NBO analysis.
Element x y z (Å)
C (-3.713, 1.172, -0.116)  -0.60
C (3.307, 0.757, 0.157)  -0.40
C (2.158, -1.475, 0.493)  -0.41
C (-3.242, -0.188, -0.743)  -0.87
C (0.846, 0.555, 0.080)  -0.58
N (2.246, -0.181, -0.213)  -0.38
Si (-1.751, -1.028, 0.140)  1.23
H (-4.455, 1.568, -0.713)  0.23
H (-3.922, 1.160, 0.920)  0.22
H (-2.929, 1.999, -0.243)  0.21
H (4.110, 0.648, -0.545)  0.23
H (2.820, 1.677, 0.235)  0.23
H (3.594, 0.407, 1.134)  0.22
H (1.084, -1.821, 0.205)  0.24
H (3.037, -2.072, 0.138)  0.22
H (2.312, -1.320, 1.564)  0.22
H (-2.841, -0.083, -1.744)  0.25
H (-4.122, -0.745, -0.828)  0.27
H (0.729, 1.118, -0.872)  0.18
H (1.097, 1.260, 0.949)  0.19
H (2.214, -0.533, -1.157)  0.42
H (-1.451, -0.701, 1.560)  -0.14
H (-1.130, -2.173, -0.401)  -0.19


Question: Which of these has the highest HOMO?
Answer: C13H30ClNO


Question: Among the records above, which one has the highest M?
Answer: C33H64F2O10Si


Question: Among the records above, which one has the lowest HOMO?
Answer: C5H16NSi